(1)
Below is 2 unconnected molecules or ions with the total composition C3H8O6P2 at a distorted geometry, with properties calculated with ωB97M-V/def2-TZVPD.

Values from the calculation:
LUMO energy: 6.3 eV
M: 202.039 Da
HOMO energy: -0.920 eV
ΔE to the lowest compared entry with this formula, charge and spin: 107.9 kJ/mol

Geometry as ORCA input:
```
! wB97M-V def2-TZVPD RIJCOSX def2/J DEFGRID3
* xyz -2 1
C -1.1813 1.9266 0.6635
C -0.0422 0.8414 0.8075
C 0.8762 0.6970 -0.1180
O 3.3262 0.3074 1.1377
O 3.0101 -0.3891 -1.2465
O 1.8188 -1.7320 0.7373
O -2.4373 1.3202 0.6823
O -2.5221 -1.0537 -0.5686
O 0.9559 1.5649 -1.2058
P -1.4941 -2.1071 -0.1620
P 2.3964 -0.2616 0.1217
H -1.1270 2.4697 -0.2960
H -1.0864 2.6385 1.5548
H 0.0621 0.0224 1.6144
H -2.3028 0.4598 0.1576
H 1.0568 -1.9874 0.0879
H 1.3218 0.9777 -1.8496
H -0.5439 -2.2569 -1.4415
H -2.0873 -3.4378 -0.6764
*
```

***

(2)
Below is a molecular structure, C4H5NO at a distorted geometry, with properties calculated with ωB97M-V/def2-TZVPD.

Values from the calculation:
LUMO energy: 0.1 eV
M: 83.090 Da
HOMO energy: -9.072 eV
ΔE to the lowest compared entry with this formula, charge and spin: 528.2 kJ/mol

Geometry as ORCA input:
```
! wB97M-V def2-TZVPD RIJCOSX def2/J DEFGRID3
* xyz 0 1
N -2.5635 -0.5794 -0.8858
C -1.5914 -0.5374 -0.2614
C -0.3346 -0.5079 0.5292
C 0.9038 -0.3139 -0.3730
C 0.4339 1.5052 0.4442
O -0.2331 0.6366 1.3357
H -0.3035 -1.4079 1.1530
H 1.7683 -0.8958 -0.0412
H 0.7505 -0.3911 -1.4476
H 1.4069 0.8076 -0.0318
H -0.2373 1.6840 -0.4213
*
```